1.
29
Properties=species:S:1:pos:R:3 method="wB97M-V/def2-TZVPD" fmax_ev_per_a=3.58 spin_multiplicity=1 smiles="CC(C)C[C@H](N)C(=O)NCC(=O)O" e_above_lowest_kj_mol=210.8 e_homo_ha=-0.356 e_tot_ha=-649.638597
C -0.26 0.71 0.09
C 0.89 1.64 -0.20
C -1.37 0.71 -0.93
C -2.53 -0.31 -0.66
C -1.95 -1.70 -0.93
C -3.20 -0.37 0.70
C 2.70 -0.24 0.16
C 4.25 -0.30 -0.11
H -1.04 2.01 1.45
H 0.27 1.21 1.90
H 0.11 -0.37 0.28
H -1.76 1.77 -0.83
H -0.87 0.53 -1.92
H -3.37 -0.13 -1.39
H -2.70 -2.38 -0.50
H -0.97 -1.90 -0.41
H -1.79 -1.89 -2.00
H -2.54 -0.62 1.59
H -3.94 -1.18 0.85
H -3.74 0.54 1.03
H 2.84 1.78 -0.28
H 2.08 -0.92 -0.44
H 2.55 -0.62 1.17
H 4.27 -1.97 0.80
N -0.65 1.02 1.53
N 2.17 1.14 -0.02
O 0.75 2.78 -0.58
O 4.95 0.37 -0.84
O 4.85 -1.30 0.51

***

2.
27
Properties=species:S:1:pos:R:3 method="wB97M-V/def2-TZVPD" total_charge=-1 fmax_ev_per_a=5.66 spin_multiplicity=1 e_above_lowest_kj_mol=0.0 e_homo_ha=-0.231 e_tot_ha=-3103.259095
Mg -0.32 -0.88 0.88
C 0.72 2.42 -0.63
F 1.16 3.26 -1.56
F 1.73 1.74 -0.07
F 0.12 3.07 0.35
S -0.50 1.27 -1.50
O -1.35 2.15 -2.26
O 0.21 0.32 -2.33
N -1.19 0.43 -0.16
S -2.70 0.96 -0.05
O -3.24 0.56 1.23
O -2.94 2.37 -0.23
C -3.69 -0.01 -1.35
F -3.74 -1.26 -0.97
F -4.91 0.48 -1.42
F -3.15 0.03 -2.56
Cl -0.02 -0.10 3.08
Cl -1.44 -2.80 0.80
C 3.24 -2.17 1.53
C 2.72 -0.93 0.85
O 1.50 -1.20 0.12
H 4.24 -2.00 1.93
H 3.37 -3.03 0.87
H 2.56 -2.46 2.34
H 3.38 -0.36 0.20
H 2.49 -0.20 1.62
H 1.75 -1.64 -0.70

***

Copy entry 2 word for word.
27
Properties=species:S:1:pos:R:3 method="wB97M-V/def2-TZVPD" total_charge=-1 fmax_ev_per_a=5.66 spin_multiplicity=1 e_above_lowest_kj_mol=0.0 e_homo_ha=-0.231 e_tot_ha=-3103.259095
Mg -0.32 -0.88 0.88
C 0.72 2.42 -0.63
F 1.16 3.26 -1.56
F 1.73 1.74 -0.07
F 0.12 3.07 0.35
S -0.50 1.27 -1.50
O -1.35 2.15 -2.26
O 0.21 0.32 -2.33
N -1.19 0.43 -0.16
S -2.70 0.96 -0.05
O -3.24 0.56 1.23
O -2.94 2.37 -0.23
C -3.69 -0.01 -1.35
F -3.74 -1.26 -0.97
F -4.91 0.48 -1.42
F -3.15 0.03 -2.56
Cl -0.02 -0.10 3.08
Cl -1.44 -2.80 0.80
C 3.24 -2.17 1.53
C 2.72 -0.93 0.85
O 1.50 -1.20 0.12
H 4.24 -2.00 1.93
H 3.37 -3.03 0.87
H 2.56 -2.46 2.34
H 3.38 -0.36 0.20
H 2.49 -0.20 1.62
H 1.75 -1.64 -0.70